{"formula": "C13H21F3N5O3", "method": "ωB97M-V/def2-TZVPD", "symbols": ["C", "C", "C", "N", "C", "N", "C", "N", "C", "C", "C", "F", "C", "F", "F", "N", "C", "C", "O", "O", "N", "C", "O", "C", "H", "H", "H", "H", "H", "H", "H", "H", "H", "H", "H", "H", "H", "H", "H", "H", "H", "H", "H", "H", "H"], "xyz": [[0.95165, 3.22030, -4.19098], [-0.24191, 2.31079, -3.83583], [0.11603, 1.49640, -2.60024], [-1.09043, 0.82622, -2.04798], [-0.88145, 0.10406, -0.92295], [0.18936, 0.21621, -0.14478], [-0.00822, -0.61778, 0.88023], [0.84244, -0.78120, 1.88749], [2.10673, -0.04045, 1.96346], [3.27828, -1.01086, 2.17932], [4.51085, -0.27455, 2.59799], [5.40709, -0.96672, 3.33608], [4.84738, 0.97878, 2.21173], [5.87775, 1.31419, 1.46906], [4.14681, 2.05722, 2.52383], [-1.18330, -1.27341, 0.75038], [-1.86806, -2.23876, 1.58609], [-0.87837, -3.21859, 2.22800], [-0.33466, -4.08584, 1.61933], [-0.66294, -3.04270, 3.55755], [-1.74598, -0.79846, -0.42444], [-3.04366, -1.20190, -0.93686], [-4.07511, -0.86654, -0.07623], [-4.33231, 0.53818, -0.01272], [1.87051, 2.80540, -3.76608], [0.84425, 4.20600, -3.74005], [1.10572, 3.30108, -5.26342], [-0.42933, 1.66054, -4.69196], [-1.11809, 2.92015, -3.61227], [0.84525, 0.72957, -2.87261], [0.52973, 2.15731, -1.84258], [-1.53034, 0.26459, -2.76788], [0.65892, -1.41140, 2.65022], [2.25282, 0.52899, 1.05162], [2.04448, 0.61496, 2.83202], [3.52101, -1.48766, 1.22464], [3.02209, -1.77388, 2.91839], [-2.45961, -1.72889, 2.35360], [-2.57877, -2.81785, 1.00304], [-1.07385, -2.22561, 3.86785], [-3.06418, -2.28957, -1.02383], [-3.16963, -0.79005, -1.94061], [-3.41690, 1.10217, 0.19052], [-4.74042, 0.89620, -0.96130], [-5.04163, 0.69339, 0.79318]], "forces_ev_per_angstrom": [[0.1, -0.2, 0.4], [0.5, 0.3, 0.1], [-0.4, 0.1, -0.4], [0.5, -0.5, -0.1], [0.3, -0.1, 0.4], [0.2, 0.2, 0.0], [-0.2, -0.1, 0.0], [0.3, 0.3, -0.3], [0.2, -0.5, 0.6], [-0.3, 0.6, 0.7], [-0.3, 0.6, 0.6], [0.7, -0.8, -1.4], [-0.1, -0.3, 0.0], [0.9, 0.2, 1.1], [-0.8, 0.0, -1.2], [-0.1, -0.3, -0.1], [-0.1, 0.3, 0.6], [0.1, -0.4, 0.0], [-0.1, 0.3, 0.1], [0.2, 0.2, -0.4], [-0.2, 0.4, -0.8], [-0.4, -0.7, 0.4], [0.1, 0.2, 0.0], [0.1, 0.1, -0.1], [0.0, 0.0, -0.2], [-0.1, 0.1, -0.2], [-0.1, 0.2, 0.0], [-0.3, -0.1, 0.1], [-0.1, -0.1, -0.2], [0.2, 0.1, 0.2], [0.0, -0.1, 0.1], [-0.3, 0.3, 0.0], [-0.1, -0.1, -0.1], [-0.2, 0.1, 0.1], [0.0, 0.2, -0.2], [-0.1, -0.3, 0.1], [0.0, 0.0, 0.0], [0.0, 0.1, -0.1], [0.2, 0.0, -0.2], [-0.2, -0.2, 0.2], [0.0, 0.0, -0.1], [0.2, 0.2, 0.1], [0.0, 0.0, 0.1], [-0.1, -0.1, 0.0], [0.0, 0.0, -0.1]], "total_charge": 1, "homo_ev": -10.968, "homo_lumo_gap_ev": 8.255, "energy_ev": -35557.83601}

---

{"formula": "C13H21N5O", "method": "ωB97M-V/def2-TZVPD", "symbols": ["C", "C", "N", "O", "C", "C", "C", "N", "C", "N", "C", "C", "C", "C", "C", "C", "N", "C", "N", "H", "H", "H", "H", "H", "H", "H", "H", "H", "H", "H", "H", "H", "H", "H", "H", "H", "H", "H", "H", "H"], "xyz": [[-1.05279, 1.29525, -3.29464], [0.26139, 0.48783, -3.48181], [0.85378, 0.23265, -4.64778], [2.03683, -0.58427, -4.41705], [2.18043, -0.55972, -3.06943], [3.31855, -1.43633, -2.59496], [1.13636, 0.07952, -2.45887], [1.02947, 0.26189, -1.10040], [0.50464, -0.87137, -0.44863], [-0.28714, -0.67615, 0.53248], [-0.86720, 0.59087, 1.10074], [-2.20376, 0.75902, 0.44427], [-0.82634, 0.55988, 2.65990], [-1.26566, 1.94425, 3.31990], [-1.50224, -0.68983, 3.27620], [0.71412, 0.53818, 2.95423], [0.96445, -2.10757, -0.76889], [0.47603, -3.21016, -0.16091], [0.07838, -4.08427, 0.47969], [-1.24485, 1.91022, -4.13922], [-1.93488, 0.60201, -3.28945], [-1.02897, 1.86911, -2.35193], [3.30266, -2.42334, -3.13802], [3.32965, -1.56811, -1.48586], [4.22754, -0.91285, -2.83975], [0.47839, 1.07541, -0.82090], [-0.30899, 1.55592, 0.86649], [-2.69545, 1.73814, 0.49885], [-2.11529, 0.67821, -0.65408], [-2.93245, -0.11396, 0.71720], [-1.14900, 2.00790, 4.43405], [-0.72405, 2.74430, 2.84966], [-2.29059, 1.91574, 3.14592], [-1.17885, -1.55915, 2.75858], [-1.36808, -0.85404, 4.33544], [-2.56203, -0.62020, 3.22005], [1.30824, -0.30355, 2.50176], [1.20920, 1.46139, 2.72466], [0.74983, 0.47730, 4.00220], [1.37869, -2.21013, -1.65968]], "forces_ev_per_angstrom": [[0.5, -1.9, 0.2], [0.9, 0.8, -1.6], [-1.0, -0.7, -0.3], [-2.4, 2.3, 1.7], [0.4, -1.4, -0.5], [-0.3, 0.1, 0.5], [1.6, -0.4, -1.0], [-0.2, -0.9, 0.5], [-2.1, 4.0, 3.5], [-0.2, -0.7, 0.8], [0.7, 0.4, -0.8], [-2.3, -1.5, -1.0], [2.4, 0.4, 0.7], [0.8, -2.3, 0.2], [0.2, 1.2, -0.2], [-0.3, -1.4, -0.6], [-0.2, -1.3, 0.1], [-0.1, 0.2, 0.7], [0.2, 0.2, -0.6], [0.2, 0.8, -0.6], [0.9, 0.4, 0.4], [0.0, -0.2, -0.6], [0.0, 1.0, 0.6], [-0.1, 0.0, -1.0], [0.6, -0.1, -0.2], [0.4, -0.4, -0.1], [0.0, -1.0, 0.0], [0.1, -0.2, 0.9], [0.3, -0.3, 0.3], [1.2, 1.7, -0.3], [0.3, -0.4, -1.0], [-0.1, 0.5, -0.2], [-2.1, 1.0, -0.4], [0.3, -0.8, -0.5], [0.7, 0.3, 0.4], [-1.1, 0.1, -0.5], [-0.8, 0.7, 0.4], [0.1, 0.6, -0.6], [0.5, -0.4, 1.6], [0.3, -0.3, -0.8]], "homo_ev": -8.979, "homo_lumo_gap_ev": 9.439, "energy_ev": -23316.30696, "e_above_lowest_kcal_mol": 106.73}

---

{"formula": "C13H21N8O5S4Se4Tl", "method": "ωB97M-V/def2-TZVPD", "symbols": ["Tl", "S", "S", "S", "S", "O", "C", "O", "C", "C", "N", "N", "C", "C", "O", "O", "H", "H", "H", "Se", "Se", "Se", "Se", "C", "N", "C", "N", "O", "H", "H", "H", "H", "H", "H", "C", "N", "C", "N", "C", "N", "C", "N", "C", "C", "H", "H", "H", "H", "H", "H", "H", "H", "H", "H", "H", "H"], "xyz": [[-1.32562, 0.75529, -1.48055], [4.16136, 1.51884, -0.14025], [4.07188, 2.80243, -1.73871], [2.63017, 4.19254, -1.32253], [0.81510, 3.23987, -1.65553], [3.28214, -4.58303, -2.74504], [2.41275, -3.76704, -3.42092], [2.01564, -4.09432, -4.49901], [2.11103, -2.50640, -2.70934], [3.04427, -1.65313, -2.14401], [2.37460, -0.60676, -1.65597], [1.05804, -0.72052, -1.85049], [0.87240, -1.86301, -2.49932], [-0.53436, -2.36377, -2.74849], [-0.68151, -3.60527, -2.74314], [-1.42334, -1.48999, -2.88105], [3.40402, -4.21679, -1.86091], [4.12049, -1.69229, -2.08841], [2.80909, 0.18356, -1.13794], [-0.12530, 4.06210, -3.43887], [-3.02555, 5.81116, -4.20367], [-1.79028, 5.43899, -2.31994], [-2.79573, 3.99011, -0.88081], [-4.06491, -2.31730, -1.10538], [-2.89545, -3.12009, -0.80662], [-2.01257, -2.64467, 0.11815], [-0.82026, -3.33436, 0.17891], [-2.26282, -1.71257, 0.88249], [-4.79535, -2.93630, -1.62610], [-3.81641, -1.46259, -1.73935], [-4.50030, -1.95771, -0.17610], [-2.44080, -3.53512, -1.61816], [-0.52230, -3.76574, -0.69033], [-0.09996, -2.83056, 0.67031], [0.55380, 0.20899, 1.57443], [-0.23663, 1.38262, 1.18351], [-1.49655, 1.37213, 1.94092], [-1.26161, 1.38495, 3.39132], [-0.44912, 0.20973, 3.72133], [0.83569, 0.19370, 3.01586], [1.55852, 1.42931, 3.34012], [0.79408, 2.63054, 2.99704], [0.51904, 2.58988, 1.55354], [-0.48114, 2.58297, 3.70925], [1.49982, 0.22658, 1.02943], [-0.01501, -0.68563, 1.31623], [-2.05721, 0.47230, 1.68169], [-2.07210, 2.25756, 1.66008], [-1.00906, -0.68811, 3.45145], [-0.25809, 0.20529, 4.79878], [2.49943, 1.44491, 2.78614], [1.77189, 1.43988, 4.41334], [1.47094, 2.59471, 1.01881], [-0.06363, 3.46718, 1.26621], [-1.06759, 3.46484, 3.44157], [-0.28567, 2.60012, 4.78602]], "forces_ev_per_angstrom": [[0.0, 0.0, 0.0], [0.0, 0.0, 0.0], [0.0, 0.0, 0.0], [0.0, 0.0, 0.0], [0.1, 0.0, -0.1], [0.0, 0.0, 0.0], [0.0, 0.0, 0.0], [0.0, 0.0, 0.0], [0.0, 0.0, 0.0], [0.0, 0.0, 0.0], [0.0, -0.1, 0.0], [0.0, 0.0, 0.0], [0.0, 0.0, 0.1], [0.0, 0.0, -0.3], [0.0, 0.0, 0.1], [0.0, -0.1, 0.1], [0.0, 0.0, 0.0], [0.0, 0.0, 0.0], [0.0, 0.1, 0.0], [0.0, -0.1, 0.0], [0.0, 0.0, 0.0], [0.0, 0.1, 0.0], [0.0, 0.0, 0.0], [0.0, 0.0, 0.0], [0.0, 0.0, 0.0], [0.1, 0.0, 0.0], [0.0, 0.0, 0.0], [0.0, 0.0, 0.1], [0.0, 0.0, 0.0], [0.0, 0.0, 0.0], [0.0, 0.0, 0.0], [0.0, 0.0, 0.0], [0.0, 0.0, 0.0], [0.0, 0.0, 0.0], [0.0, 0.0, 0.0], [0.0, 0.0, 0.0], [0.0, 0.0, 0.0], [0.0, 0.0, 0.0], [0.0, 0.0, 0.0], [0.0, 0.0, 0.0], [0.0, 0.0, 0.0], [0.0, 0.0, 0.0], [0.0, 0.0, 0.0], [0.0, 0.0, 0.0], [0.0, 0.0, 0.0], [0.0, 0.0, 0.0], [0.0, 0.0, 0.0], [0.0, 0.0, 0.0], [0.0, 0.0, 0.0], [0.0, 0.0, 0.0], [0.0, 0.0, 0.0], [0.0, 0.0, 0.0], [0.0, 0.0, 0.0], [0.0, 0.0, 0.0], [0.0, 0.0, 0.0], [0.0, 0.0, 0.0]], "total_charge": -2, "homo_ev": -2.634, "homo_lumo_gap_ev": 6.758, "energy_ev": -345406.71661, "e_above_lowest_kcal_mol": 3.37}